Computed, not measured: C25H39ErN4O5S as an isolated structure at a distorted geometry, with ωB97M-V with the def2-TZVPD basis set.

Calculated values
Relative energy (zero: lowest compared OMol25 entry of this formula, charge and spin) (eV): 0.0000
HOMO-LUMO gap (spin up / spin down) (hartree): 0.3330 / 0.3335
Total charge: +2
Multiplicity: 4

XYZ file:
```
75
C25H39ErN4O5S ωB97M-V with the def2-TZVPD basis set
Er 0.709 0.870 0.109
C 2.291 2.282 -2.501
C 3.027 1.025 -2.084
O 2.996 1.021 -0.645
C 3.714 -0.038 0.017
C 3.726 0.337 1.483
O 2.401 0.766 1.870
C 2.376 1.923 2.725
C 2.507 3.175 1.895
O 1.502 3.113 0.874
C 1.651 4.146 -0.114
C 0.794 3.767 -1.295
O 1.091 2.419 -1.704
H 2.012 2.234 -3.554
H 2.919 3.159 -2.339
H 4.059 1.054 -2.438
H 2.539 0.121 -2.454
H 4.734 -0.095 -0.366
H 3.206 -0.989 -0.164
H 4.426 1.155 1.659
H 4.017 -0.515 2.097
H 3.162 1.857 3.477
H 1.417 1.886 3.243
H 3.488 3.238 1.415
H 2.367 4.064 2.515
H 2.709 4.214 -0.385
H 1.337 5.108 0.298
H 0.940 4.453 -2.130
H -0.264 3.770 -1.031
C -1.288 -2.284 -4.995
C -0.051 -2.501 -4.144
N -0.404 -2.787 -2.742
C -0.640 -4.211 -2.424
C 0.619 -4.876 -1.900
C -0.536 -1.863 -1.823
S -0.321 -0.166 -2.227
N -0.982 -2.259 -0.599
C -0.433 -1.833 0.489
O 0.705 -1.177 0.514
C -1.113 -2.010 1.792
C -2.416 -2.506 1.830
C -3.081 -2.618 3.039
C -2.449 -2.242 4.217
C -1.148 -1.758 4.187
C -0.480 -1.641 2.977
H -1.005 -2.128 -6.035
H -1.843 -1.408 -4.658
H -1.950 -3.150 -4.960
H 0.609 -1.638 -4.163
H 0.524 -3.360 -4.490
H -0.985 -4.672 -3.348
H -1.446 -4.262 -1.696
H 1.438 -4.805 -2.617
H 0.433 -5.933 -1.713
H 0.932 -4.416 -0.962
H -2.899 -2.807 0.909
H -4.089 -3.009 3.066
H -2.969 -2.340 5.161
H -0.646 -1.488 5.106
H 0.543 -1.289 2.955
C -4.899 0.562 0.062
C -3.642 1.125 0.623
C -3.403 1.822 1.796
C -2.041 2.103 1.809
N -1.453 1.619 0.698
N -2.466 1.022 0.000
C -1.272 2.797 2.881
H -5.726 0.761 0.738
H -4.817 -0.518 -0.067
H -5.134 1.006 -0.905
H -4.134 2.091 2.540
H -2.246 0.594 -0.894
H -1.896 3.537 3.377
H -0.400 3.309 2.477
H -0.954 2.081 3.643
```

=====

Computed, not measured: C42H51I2N2O3S3SeTi as an isolated structure at a distorted geometry, with ωB97M-V with the def2-TZVPD basis set.

Calculated values
HOMO-LUMO gap (hartree): 0.2468
Total charge: -1
Multiplicity: 1

XYZ file:
```
105
C42H51I2N2O3S3SeTi ωB97M-V with the def2-TZVPD basis set
Ti 1.560 0.079 1.137
C -0.047 -6.494 -2.784
C -1.016 -5.308 -2.690
C -1.493 -4.906 -4.095
C -2.243 -5.758 -1.892
C -0.312 -4.114 -2.052
C -0.749 -3.527 -0.875
C -0.065 -2.442 -0.356
Se -0.626 -1.551 1.258
C -1.568 -0.105 0.348
C -2.908 -0.332 0.082
C -3.648 0.588 -0.641
C -2.969 1.718 -1.086
C -1.617 1.964 -0.882
C -0.876 1.045 -0.095
O 0.382 1.229 0.237
C -1.033 3.226 -1.542
C -1.393 3.229 -3.040
C -1.640 4.466 -0.866
C 0.496 3.335 -1.477
C -5.117 0.382 -0.991
C -5.958 1.500 -0.360
C -5.276 0.395 -2.519
C -5.648 -0.960 -0.478
C 1.078 -1.896 -0.956
O 1.682 -0.895 -0.359
C 1.511 -2.466 -2.175
C 0.808 -3.554 -2.669
C 2.742 -1.900 -2.883
C 3.005 -2.577 -4.231
C 2.545 -0.397 -3.144
C 3.964 -2.122 -1.978
H -0.543 -7.360 -3.229
H 0.304 -6.772 -1.789
H 0.823 -6.249 -3.393
H -2.048 -5.724 -4.560
H -0.653 -4.648 -4.739
H -2.145 -4.034 -4.027
H -2.720 -6.598 -2.400
H -2.974 -4.952 -1.811
H -1.966 -6.084 -0.889
H -1.615 -3.890 -0.340
H -3.336 -1.251 0.456
H -3.537 2.460 -1.632
H -2.464 3.144 -3.216
H -0.902 2.393 -3.540
H -1.051 4.158 -3.499
H -2.719 4.512 -1.017
H -1.197 5.376 -1.278
H -1.452 4.446 0.208
H 0.969 2.412 -1.811
H 0.843 3.551 -0.469
H 0.825 4.147 -2.130
H -5.641 2.482 -0.711
H -5.852 1.476 0.725
H -7.014 1.371 -0.607
H -4.995 1.358 -2.945
H -6.313 0.187 -2.792
H -4.638 -0.369 -2.965
H -5.586 -1.018 0.609
H -5.088 -1.791 -0.909
H -6.695 -1.072 -0.763
H 1.152 -4.004 -3.590
H 2.147 -2.476 -4.899
H 3.240 -3.635 -4.106
H 3.861 -2.100 -4.709
H 1.647 -0.233 -3.745
H 3.405 0.004 -3.683
H 2.446 0.152 -2.210
H 4.073 -3.181 -1.737
H 3.862 -1.573 -1.045
H 4.877 -1.780 -2.470
I -1.956 3.999 7.104
C -1.016 2.814 5.632
C -0.995 1.442 5.760
C -0.359 0.700 4.782
I -0.340 -1.395 4.978
C 0.279 1.262 3.656
O 0.822 0.497 2.727
C 0.216 2.689 3.574
C 0.797 3.382 2.375
N 2.169 2.978 2.168
C 3.068 3.611 3.164
C 3.822 2.709 4.122
C 5.170 2.923 4.386
C 5.807 2.110 5.307
C 5.085 1.109 5.932
C 3.746 0.975 5.605
N 3.125 1.767 4.740
C -0.419 3.432 4.549
H -1.477 0.949 6.591
H 0.717 4.477 2.490
H 0.193 3.089 1.513
H 2.496 3.182 1.234
H 2.465 4.270 3.801
H 3.809 4.220 2.640
H 5.719 3.697 3.866
H 6.860 2.238 5.517
H 5.550 0.439 6.641
H 3.130 0.205 6.057
H -0.450 4.511 4.459
S 5.891 -1.178 1.854
C 4.311 -0.767 1.601
S 2.976 -1.695 2.168
S 3.885 0.672 0.719
```

=====

Computed, not measured: C3H4ClFN2S as an isolated structure at a distorted geometry, with ωB97M-V with the def2-TZVPD basis set.

Calculated values
Relative energy (zero: lowest compared OMol25 entry of this formula, charge and spin) (eV): 0.5207
HOMO-LUMO gap (hartree): 0.3621
Multiplicity: 1

XYZ file:
```
12
C3H4ClFN2S ωB97M-V with the def2-TZVPD basis set
C -1.423 -0.593 -0.975
C -0.845 0.724 -1.514
C 0.331 -0.586 0.479
N -0.848 -1.142 0.022
N 0.539 -0.548 1.862
F 1.498 -1.779 0.067
S 0.797 0.876 -0.579
Cl -2.883 -1.161 -1.630
H -0.553 0.807 -2.583
H -1.487 1.566 -1.386
H 0.659 -1.514 2.151
H 1.405 0.034 1.958
```

=====

Computed, not measured: C2H3N3O as an isolated structure at a distorted geometry, with ωB97M-V with the def2-TZVPD basis set.

Calculated values
Relative energy (zero: lowest compared OMol25 entry of this formula, charge and spin) (eV): 5.2000
HOMO-LUMO gap (hartree): 0.3663
Multiplicity: 1

XYZ file:
```
9
C2H3N3O ωB97M-V with the def2-TZVPD basis set
C -1.465 -0.167 0.173
C 0.522 -0.035 0.002
N -0.131 -0.852 0.595
O 2.767 -0.326 0.121
N 2.487 0.646 -0.545
N 1.120 0.863 -0.644
H -1.538 0.860 0.553
H -1.600 -0.167 -0.915
H -2.162 -0.821 0.661
```